Molecular formula: C8H20FGaN3O6S
Method: DFT, ωB97M-V/def2-TZVPD

Results
- net charge = -1

Each line ends with the natural charge from an NBO analysis.
Element x y z (Å)
C: -1.1720 -2.5031 0.8093  -0.614
C: -0.8847 -1.0303 0.9429  -0.063
O: -1.9031 -0.2609 0.3580  -0.921
Ga: -1.8090 1.5525 0.9170  1.324
C: -3.7215 2.3216 0.6444  -0.990
C: -4.2188 2.9317 1.8522  0.866
O: -4.8789 2.4191 2.7380  -0.623
F: -3.8684 4.2501 2.0090  -0.382
C: -0.4545 2.6642 -0.1339  -0.931
C: 0.9217 2.8072 0.4944  0.397
N: 1.6004 1.5332 0.7135  -0.883
N: 0.8534 3.5062 1.7660  -0.859
N: 1.7792 3.6041 -0.4305  -0.864
H: -1.0597 -2.8276 -0.2162  0.194
H: -0.4399 -3.0478 1.4034  0.179
H: -2.1497 -2.7678 1.1923  0.200
H: -0.7338 -0.7402 1.9868  0.141
H: 0.0490 -0.8444 0.4067  0.150
H: -1.4698 1.6150 2.4905  -0.384
H: -3.6704 3.0642 -0.1423  0.228
H: -4.3984 1.5225 0.3921  0.246
H: -0.3807 2.3434 -1.1645  0.214
H: -0.8675 3.6712 -0.1825  0.206
H: 1.1520 1.0113 1.4493  0.366
H: 1.6116 0.9754 -0.1245  0.366
H: -0.1041 3.7186 1.9949  0.373
H: 1.2165 2.9000 2.4844  0.360
H: 2.5034 2.9976 -0.7887  0.342
H: 2.2638 4.2833 0.1385  0.359
C: 3.1011 -4.3964 -1.8264  -0.098
C: 1.7574 -4.8074 -2.3903  -0.099
O: 0.9255 -3.6651 -2.1821  -0.681
S: 1.7952 -2.3239 -2.3082  2.550
O: 1.6563 -1.8006 -3.6161  -0.896
O: 1.5704 -1.5411 -1.1538  -0.884
O: 3.2401 -3.0235 -2.2024  -0.690
H: 3.1153 -4.4623 -0.7365  0.194
H: 3.9227 -4.9759 -2.2386  0.204
H: 1.3334 -5.6690 -1.8827  0.211
H: 1.8166 -5.0050 -3.4634  0.188


Molecular formula: C8H20FInN4O10
Method: DFT, ωB97M-V/def2-TZVPD

Results
- net charge = -2

Each line ends with the Löwdin charge.
Element x y z (Å)
C: 2.8844 0.1163 -1.2359  -0.169
C: 2.5127 0.2715 0.3539  -0.298
C: 3.8238 0.6163 1.3189  -0.364
F: 3.2862 1.2719 2.5681  -0.230
In: 4.8054 -1.4165 1.7835  0.381
C: 4.0718 -1.9973 3.8511  -0.556
O: 3.2836 -3.0948 4.0175  -0.346
O: 4.3693 -1.2340 5.1069  -0.440
H: 2.0592 0.7002 -1.8503  0.032
H: 3.9303 0.5388 -1.5475  0.066
H: 2.8582 -1.0392 -1.5159  0.076
H: 2.0971 -0.7730 0.7337  0.086
H: 1.6994 1.1179 0.5478  0.095
H: 4.5782 1.3655 0.7835  0.063
H: 6.5959 -1.3931 1.6071  -0.158
H: 4.1088 -2.6410 0.6241  -0.113
C: 0.6858 -2.0988 5.0450  0.026
N: -0.2233 -0.9642 4.7289  -0.424
O: -0.3976 -0.6940 3.5350  0.031
O: -0.7364 -0.3768 5.6886  0.000
H: 1.0629 -2.5201 4.1107  0.076
H: 1.5056 -1.7056 5.6495  0.097
H: 0.1061 -2.8417 5.5967  0.090
C: -1.3828 0.9853 -3.4750  0.009
N: -0.3672 1.0670 -2.3908  -0.403
O: -0.2332 2.1565 -1.8216  0.040
O: 0.2669 0.0350 -2.1418  0.039
H: -1.8613 1.9607 -3.5852  0.095
H: -0.8628 0.7049 -4.3933  0.092
H: -2.1139 0.2276 -3.1853  0.078
C: -2.6045 1.9499 1.4492  0.054
N: -3.5527 2.1103 0.3138  -0.423
O: -4.3544 3.0497 0.3743  0.034
O: -3.4652 1.2886 -0.6060  0.026
H: -2.7939 2.7374 2.1816  0.098
H: -2.7791 0.9653 1.8877  0.106
H: -1.5924 2.0321 1.0475  0.106
C: -4.9287 -0.1057 -4.9175  0.047
N: -3.8756 -0.6703 -5.8039  -0.410
O: -2.7088 -0.6244 -5.3972  0.047
O: -4.2501 -1.1437 -6.8832  0.047
H: -4.4587 0.2735 -4.0076  0.090
H: -5.4203 0.7023 -5.4631  0.102
H: -5.6287 -0.9104 -4.6834  0.103


no.,HOMO level (eV),F_max (eV/A)
1,-4.783,2.3
2,0.063,7.0